[1]
{"formula": "C43H43BCsGeN8S2", "method": "the ωB97M-V functional and the def2-TZVPD basis", "species": ["Cs", "C", "N", "C", "C", "N", "C", "C", "C", "C", "C", "C", "C", "S", "C", "C", "C", "C", "C", "C", "S", "H", "H", "H", "H", "H", "H", "H", "H", "H", "H", "H", "H", "H", "H", "H", "H", "H", "H", "C", "C", "N", "N", "C", "B", "N", "C", "C", "C", "N", "N", "C", "C", "C", "N", "H", "H", "H", "H", "H", "H", "H", "H", "H", "H", "C", "C", "C", "C", "C", "C", "Ge", "C", "C", "C", "C", "C", "C", "C", "C", "C", "C", "C", "C", "H", "H", "H", "H", "H", "H", "H", "H", "H", "H", "H", "H", "H", "H", "H"], "xyz": [[-0.550, 0.825, -0.909], [1.838, 0.236, 2.336], [0.490, -0.271, 2.138], [-0.526, 0.755, 2.425], [-1.079, 0.816, 3.853], [-2.299, 1.594, 3.920], [-3.499, 0.866, 3.546], [-2.202, 2.989, 3.633], [-1.676, 3.783, 4.654], [-1.536, 5.158, 4.536], [-1.978, 5.764, 3.364], [-2.499, 4.991, 2.343], [-2.592, 3.586, 2.402], [-3.134, 2.708, 0.987], [0.219, -1.569, 2.635], [1.067, -2.151, 3.583], [0.825, -3.406, 4.121], [-0.303, -4.111, 3.728], [-1.138, -3.559, 2.772], [-0.900, -2.313, 2.180], [-1.957, -1.800, 0.869], [2.568, -0.519, 2.040], [2.051, 0.536, 3.375], [1.979, 1.116, 1.707], [-1.390, 0.649, 1.769], [-0.072, 1.720, 2.182], [-0.336, 1.228, 4.545], [-1.313, -0.198, 4.193], [-3.711, 0.112, 4.316], [-3.437, 0.368, 2.576], [-4.338, 1.559, 3.499], [-1.387, 3.280, 5.571], [-1.113, 5.742, 5.345], [-1.897, 6.838, 3.238], [-2.812, 5.461, 1.418], [1.936, -1.602, 3.921], [1.512, -3.819, 4.851], [-0.523, -5.088, 4.144], [-2.007, -4.111, 2.433], [-1.664, 4.960, -3.697], [-1.702, 3.567, -3.534], [-0.578, 3.113, -2.995], [0.204, 4.193, -2.798], [-0.421, 5.309, -3.213], [1.616, 4.142, -2.139], [1.491, 4.173, -0.605], [0.396, 4.157, 0.189], [0.823, 4.191, 1.501], [2.224, 4.228, 1.394], [2.621, 4.222, 0.128], [2.374, 2.866, -2.563], [3.206, 2.755, -3.613], [3.638, 1.447, -3.690], [2.998, 0.825, -2.605], [2.241, 1.685, -1.934], [-2.426, 5.610, -4.093], [-2.499, 2.879, -3.774], [0.065, 6.268, -3.125], [2.232, 5.101, -2.549], [-0.612, 4.126, -0.201], [0.205, 4.202, 2.384], [2.960, 4.264, 2.184], [3.433, 3.616, -4.220], [4.310, 1.011, -4.410], [3.052, -0.208, -2.296], [-2.993, -6.694, -2.473], [-2.192, -6.075, -3.423], [-1.515, -4.902, -3.109], [-1.622, -4.319, -1.844], [-2.443, -4.950, -0.905], [-3.117, -6.126, -1.211], [-0.675, -2.643, -1.394], [0.941, -3.201, -0.402], [2.019, -2.319, -0.299], [3.158, -2.648, 0.424], [3.230, -3.867, 1.085], [2.159, -4.747, 1.013], [1.030, -4.416, 0.273], [0.165, -2.053, -3.146], [1.409, -2.537, -3.566], [2.025, -2.048, -4.711], [1.420, -1.047, -5.459], [0.185, -0.554, -5.066], [-0.432, -1.061, -3.928], [-3.522, -7.609, -2.715], [-2.093, -6.507, -4.413], [-0.891, -4.433, -3.862], [-2.563, -4.498, 0.075], [-3.744, -6.598, -0.463], [1.974, -1.351, -0.788], [3.981, -1.944, 0.483], [4.107, -4.121, 1.667], [2.196, -5.690, 1.546], [0.203, -5.117, 0.229], [1.910, -3.301, -2.981], [2.995, -2.434, -5.009], [1.919, -0.637, -6.328], [-0.289, 0.243, -5.626], [-1.402, -0.662, -3.639]], "total_charge": -2, "e_above_lowest_kj_mol": 19.9, "e_lumo_ev": [3.67, 3.65], "energy_ha": -5020.8486, "gap_ev": [4.7, 5.2], "multiplicity": 2}

---

[2]
{"formula": "C9H11N", "method": "the ωB97M-V functional and the def2-TZVPD basis", "species": ["C", "C", "C", "C", "C", "C", "C", "C", "C", "N", "H", "H", "H", "H", "H", "H", "H", "H", "H", "H", "H"], "xyz": [[3.008, 0.393, -0.568], [0.756, -0.865, 0.207], [-0.600, 1.124, -0.237], [2.995, 1.507, -1.341], [1.603, 0.080, -0.256], [0.862, 1.263, -0.687], [-0.598, -0.322, 0.277], [-1.107, -0.308, 1.780], [-1.667, -1.091, -0.619], [1.712, 2.039, -1.420], [3.914, -0.292, -0.582], [1.007, -1.817, 0.431], [-1.391, 1.793, -0.311], [3.792, 2.006, -1.847], [-1.963, -0.997, 1.824], [-1.425, 0.762, 2.201], [-0.367, -0.730, 2.432], [-2.613, -0.432, -0.608], [-1.971, -1.995, -0.029], [-1.393, -1.129, -1.689], [1.383, 2.873, -1.908]], "smiles": "CC1(C)C=c2cc[nH]c2=C1", "e_above_lowest_kj_mol": 183.3, "e_lumo_ev": 0.67, "energy_ha": -404.1803, "gap_ev": 7.5, "multiplicity": 1}

---

[3]
{"formula": "C8H40O12", "method": "the ωB97M-V functional and the def2-TZVPD basis", "species": ["O", "H", "H", "O", "H", "H", "O", "H", "H", "O", "H", "H", "O", "H", "H", "O", "H", "H", "O", "H", "H", "O", "H", "H", "C", "C", "O", "H", "H", "H", "H", "H", "H", "C", "C", "O", "H", "H", "H", "H", "H", "H", "C", "C", "O", "H", "H", "H", "H", "H", "H", "C", "C", "O", "H", "H", "H", "H", "H", "H"], "xyz": [[-13.327, -13.137, 14.984], [-13.969, -12.428, 14.964], [-13.730, -13.811, 15.531], [-15.369, -12.381, 17.608], [-15.493, -13.294, 17.346], [-15.212, -11.915, 16.787], [-11.022, -14.498, 14.353], [-10.414, -13.990, 14.889], [-11.847, -14.015, 14.403], [-11.765, -18.168, 14.608], [-12.479, -18.740, 14.326], [-11.569, -18.453, 15.501], [-16.777, -16.858, 18.549], [-16.317, -16.155, 19.009], [-16.608, -16.689, 17.622], [-12.819, -17.595, 19.707], [-13.368, -16.818, 19.601], [-12.615, -17.619, 20.642], [-9.047, -17.214, 16.526], [-9.879, -17.655, 16.698], [-8.592, -17.224, 17.368], [-16.607, -16.601, 15.696], [-16.443, -17.528, 15.522], [-17.258, -16.346, 15.042], [-13.917, -15.953, 11.548], [-15.059, -16.128, 12.575], [-16.045, -15.112, 12.332], [-14.213, -15.608, 10.557], [-13.406, -16.881, 11.291], [-13.228, -15.137, 11.768], [-14.640, -15.822, 13.534], [-15.350, -17.173, 12.682], [-16.900, -15.275, 12.736], [-12.900, -12.358, 20.440], [-11.978, -11.911, 21.542], [-12.399, -12.394, 22.768], [-12.664, -11.701, 19.603], [-13.938, -12.112, 20.663], [-12.780, -13.393, 20.119], [-11.849, -10.841, 21.701], [-11.022, -12.420, 21.414], [-12.990, -11.740, 23.148], [-9.990, -20.481, 16.286], [-10.573, -19.880, 17.531], [-11.155, -18.570, 17.333], [-9.822, -21.476, 16.696], [-9.018, -20.070, 16.016], [-10.677, -20.541, 15.441], [-9.817, -19.872, 18.317], [-11.375, -20.493, 17.941], [-11.694, -18.321, 18.087], [-12.385, -15.009, 17.652], [-13.471, -15.795, 16.911], [-14.650, -15.017, 16.857], [-12.450, -15.031, 18.740], [-12.106, -13.977, 17.440], [-11.533, -15.662, 17.462], [-13.771, -16.722, 17.400], [-13.106, -15.997, 15.904], [-15.296, -15.323, 16.217]], "total_charge": -1, "e_lumo_ev": [2.13, 2.05], "energy_ha": -1231.5825, "gap_ev": [2.2, 9.0], "multiplicity": 2}

---

[4]
{"formula": "C33H67BCl24IN2O2", "method": "the ωB97M-V functional and the def2-TZVPD basis", "species": ["C", "C", "C", "C", "C", "I", "B", "N", "O", "C", "C", "C", "C", "N", "O", "H", "H", "H", "H", "H", "H", "H", "H", "H", "H", "H", "H", "H", "H", "H", "H", "H", "H", "H", "Cl", "C", "C", "Cl", "H", "H", "H", "H", "Cl", "C", "C", "Cl", "H", "H", "H", "H", "Cl", "C", "C", "Cl", "H", "H", "H", "H", "Cl", "C", "C", "Cl", "H", "H", "H", "H", "Cl", "C", "C", "Cl", "H", "H", "H", "H", "Cl", "C", "C", "Cl", "H", "H", "H", "H", "Cl", "C", "C", "Cl", "H", "H", "H", "H", "Cl", "C", "C", "Cl", "H", "H", "H", "H", "Cl", "C", "C", "Cl", "H", "H", "H", "H", "Cl", "C", "C", "Cl", "H", "H", "H", "H", "Cl", "C", "C", "Cl", "H", "H", "H", "H", "Cl", "C", "C", "Cl", "H", "H", "H", "H"], "xyz": [[-0.526, -4.029, 1.303], [-1.462, -3.345, 0.288], [-2.875, -3.811, 0.644], [-1.339, -1.813, 0.486], [-1.169, -1.015, -0.820], [-1.986, 0.977, -0.495], [0.346, -0.822, -1.263], [1.385, -1.794, -0.970], [0.727, 0.312, -1.971], [-2.045, -1.655, -1.909], [-1.709, -3.125, -2.212], [-2.969, -3.849, -2.674], [-0.708, -3.202, -3.421], [-1.043, -3.779, -1.063], [-0.942, -5.052, -1.190], [0.519, -3.943, 1.005], [-0.755, -5.083, 1.407], [-0.646, -3.524, 2.256], [-3.031, -3.591, 1.695], [-3.624, -3.232, 0.111], [-2.987, -4.863, 0.421], [-2.265, -1.476, 0.939], [-0.558, -1.587, 1.207], [1.705, -2.245, -1.825], [1.039, -2.545, -0.381], [1.246, 0.031, -2.744], [-2.056, -1.061, -2.816], [-3.064, -1.628, -1.519], [-3.760, -3.869, -1.930], [-2.734, -4.860, -2.981], [-3.352, -3.299, -3.531], [-0.651, -2.230, -3.902], [0.280, -3.469, -3.059], [-1.063, -3.938, -4.130], [3.157, 2.227, 1.887], [1.907, 2.218, 0.615], [1.647, 3.589, 0.053], [0.864, 4.665, 1.243], [1.001, 1.790, 1.037], [2.261, 1.561, -0.178], [0.970, 3.510, -0.797], [2.565, 4.070, -0.274], [2.224, -7.794, -0.746], [2.155, -6.012, -0.758], [3.361, -5.389, -0.104], [3.395, -5.684, 1.653], [1.234, -5.713, -0.267], [2.101, -5.704, -1.801], [3.335, -4.308, -0.244], [4.287, -5.771, -0.526], [-2.498, 0.455, 3.273], [-2.425, 2.234, 3.243], [-1.130, 2.761, 3.809], [-1.000, 2.476, 5.564], [-3.283, 2.612, 3.792], [-2.515, 2.537, 2.200], [-1.075, 3.836, 3.654], [-0.270, 2.300, 3.331], [3.068, 7.061, -0.280], [2.923, 7.795, 1.336], [3.328, 9.247, 1.329], [5.073, 9.461, 1.028], [3.530, 7.209, 2.021], [1.880, 7.706, 1.634], [3.113, 9.691, 2.299], [2.790, 9.803, 0.565], [0.098, -0.171, -5.276], [-0.947, 0.073, -6.702], [-2.242, 0.751, -6.340], [-3.292, -0.301, -5.356], [-1.120, -0.898, -7.158], [-0.388, 0.692, -7.402], [-2.793, 0.992, -7.248], [-2.070, 1.668, -5.782], [-3.975, -7.391, -0.107], [-2.290, -7.981, -0.109], [-2.083, -9.110, 0.866], [-2.213, -8.560, 2.559], [-1.640, -7.137, 0.116], [-2.076, -8.319, -1.121], [-1.082, -9.520, 0.741], [-2.807, -9.906, 0.714], [3.729, 8.582, -4.941], [4.208, 8.868, -3.244], [4.073, 10.313, -2.843], [5.259, 11.361, -3.669], [5.229, 8.516, -3.124], [3.554, 8.264, -2.621], [4.261, 10.408, -1.773], [3.081, 10.701, -3.057], [-0.045, 11.744, -6.533], [1.520, 12.581, -6.737], [2.487, 12.259, -5.628], [1.973, 12.954, -4.068], [1.329, 13.645, -6.795], [1.933, 12.251, -7.689], [3.463, 12.684, -5.856], [2.602, 11.186, -5.497], [2.094, 15.384, -8.349], [3.658, 16.216, -8.549], [4.622, 15.877, -7.441], [4.102, 16.539, -5.872], [3.463, 17.284, -8.596], [4.070, 15.896, -9.504], [5.598, 16.304, -7.662], [4.732, 14.801, -7.328], [-7.363, -5.793, 3.086], [-5.705, -6.450, 3.131], [-5.562, -7.576, 4.120], [-5.714, -7.018, 5.806], [-5.028, -5.632, 3.364], [-5.479, -6.815, 2.131], [-4.574, -8.021, 4.020], [-6.310, -8.348, 3.956], [-2.072, -8.159, 5.810], [-0.403, -8.778, 5.788], [-0.205, -9.910, 6.762], [-0.312, -9.365, 8.457], [0.264, -7.947, 6.002], [-0.208, -9.129, 4.776], [0.787, -10.338, 6.629], [-0.944, -10.693, 6.618], [-2.568, -11.438, 12.219], [-1.356, -10.174, 11.889], [-0.264, -10.148, 12.927], [-0.854, -9.599, 14.517], [-1.874, -9.220, 11.834], [-0.928, -10.392, 10.913], [0.514, -9.452, 12.619], [0.181, -11.131, 13.058]], "e_lumo_ev": [0.01, -0.48], "energy_ha": -12924.8294, "gap_ev": [9.1, 9.0], "multiplicity": 2}